*w*
C6H14N2 | ωB97M-V with the def2-TZVPD basis set

LUMO (eV): 0.985
SMILES: C=CN1CC1(C)C.N

```
! RIJCOSX wB97M-V def2-TZVPD def2/J DEFGRID3
* xyz 0 1
N -0.10691 -0.29804 -0.78827
N 3.47622 0.46601 -0.27986
C -0.86655 1.78050 0.38457
C -1.16481 0.25996 -0.06055
C -1.32562 0.19229 -1.48656
C 0.42209 -1.55732 -0.77602
C 0.97546 -2.04968 0.29233
C -2.00611 -0.56032 0.93503
H 0.91102 -1.53784 1.23538
H 2.78766 0.44794 0.45770
H -2.80108 0.09870 1.37943
H -1.10760 1.19977 -2.02774
H -2.59617 -1.28240 0.37530
H 3.50646 -0.56280 -0.48058
H -1.44336 2.36965 -0.29499
H 0.55217 -2.04686 -1.66438
H 1.68720 -2.88335 0.11996
H -1.47425 -1.14567 1.67773
H 4.42645 0.64459 -0.05018
H -1.79648 -0.70028 -1.98105
H 0.17221 2.06801 0.31337
H -1.05233 1.94591 1.48037
*
```

*x*
C6H14N2 | ωB97M-V with the def2-TZVPD basis set

LUMO (eV): 1.083
SMILES: CN/C=C/C[C@H](C)N

```
! RIJCOSX wB97M-V def2-TZVPD def2/J DEFGRID3
* xyz 0 1
N 1.61082 2.00587 0.94927
N -1.61025 -2.60832 -1.38609
C -1.90916 -0.81254 0.24720
C 0.77758 3.06416 1.65322
C -1.16858 -1.28803 -0.92837
C 0.58250 -1.18227 -0.90665
C 0.91963 1.08402 0.06231
C 1.10702 -0.25014 0.09771
H 0.23358 1.46397 -0.63796
H -1.04420 -3.45086 -1.00707
H -1.40203 -2.68682 -2.37755
H 1.59242 -0.73450 1.00311
H 0.98888 -0.98427 -1.84372
H -1.80883 0.23432 0.27577
H 1.53331 3.77567 2.01899
H -1.38699 -1.02592 1.22726
H 0.82822 -2.26820 -0.64777
H 0.14210 3.64305 0.93996
H -2.94297 -1.26403 0.39582
H 2.25000 1.64429 1.55002
H -1.22476 -0.64534 -1.82329
H 0.38341 2.82468 2.63161
*
```

Which of them is the least stable? Correct choice: *w*.

*w*
C6H14N2 | ωB97M-V with the def2-TZVPD basis set

LUMO (eV): 0.873
SMILES: CC(C)=C(C)C(N)N

```
! RIJCOSX wB97M-V def2-TZVPD def2/J DEFGRID3
* xyz 0 1
N -2.38130 0.02162 -0.91057
N -2.02585 0.61244 1.34090
C 2.33364 -0.19620 0.35266
C 1.20870 1.54046 -1.04584
C -1.39218 0.43484 0.03978
C 1.00642 0.37273 -0.09856
C -0.13084 -0.37116 0.01063
C -0.21728 -1.83857 0.32118
H 2.19921 1.51199 -1.50107
H 2.92823 -0.51548 -0.50699
H -3.06486 -0.62239 -0.53253
H 2.90570 0.57126 0.87617
H -2.27450 -0.29139 1.73126
H -1.24910 -2.14652 0.49400
H 2.23128 -1.05837 1.00559
H 0.21225 -2.43789 -0.48490
H 0.33397 -2.08317 1.23132
H -1.39095 1.07402 1.98014
H -0.81727 1.48310 -0.10631
H 1.12521 2.48097 -0.49864
H -2.01916 -0.10764 -1.84488
H 0.47871 1.56534 -1.85333
*
```

*x*
C6H14N2 | ωB97M-V with the def2-TZVPD basis set

LUMO (eV): 0.613
SMILES: [H]/N=C(\C)C(=C)C.CN

```
! RIJCOSX wB97M-V def2-TZVPD def2/J DEFGRID3
* xyz 0 1
N -0.29176 1.32765 -1.38235
N -2.10014 -0.99137 -0.25072
C -1.49644 -2.27690 -0.54352
C 0.46903 0.61190 -0.61638
C 0.12902 2.30995 1.33687
C 1.53739 -0.25626 -1.24204
C 0.57255 0.94362 0.90226
C 1.09396 0.06180 1.76842
H 2.07215 0.31242 -2.00791
H -0.47366 -2.31303 -0.16070
H -1.94931 -0.70066 0.72226
H -0.17575 2.32212 2.38932
H -0.73725 2.66212 0.76820
H 1.18754 0.30107 2.82508
H -1.86114 -0.24324 -0.90825
H 1.05750 -1.11291 -1.72505
H 2.27222 -0.63392 -0.53038
H -2.04525 -3.07395 -0.03449
H -0.12454 1.11556 -2.37166
H -1.49819 -2.47185 -1.61889
H 0.93893 3.03547 1.20426
H 1.42312 -0.92959 1.47567
*
```

*y*
C6H14N2 | ωB97M-V with the def2-TZVPD basis set

LUMO (alpha / beta) (eV): 0.545 / 0.682

```
! RIJCOSX wB97M-V def2-TZVPD def2/J DEFGRID3
* xyz 0 1
N 1.46380 -0.43759 0.03927
N 1.12091 -1.87704 -0.09785
C -1.99394 -1.02621 0.79908
C -1.65848 0.22359 0.14906
C 0.66286 0.50181 -0.56142
C 2.73011 -0.29894 0.64534
C -2.68810 0.79352 -0.77028
C 1.05378 1.92312 -0.33219
H -2.64406 0.02185 -1.60602
H -2.28325 1.72870 -1.07909
H 2.79895 -1.25456 1.18485
H 0.08511 2.39764 0.03048
H -3.68233 0.76971 -0.42711
H 1.27609 2.43495 -1.28909
H -2.87832 -1.08058 1.45540
H 2.90912 0.51887 1.39482
H 3.41621 -0.30417 -0.12415
H 1.85683 2.15404 0.37598
H 1.72683 -2.11569 -0.88799
H -1.22785 -1.29659 1.51792
H 0.19356 -2.10974 -0.33856
H -2.23781 -1.66668 -0.07845
*
```

*z*
C6H14N2 | ωB97M-V with the def2-TZVPD basis set

LUMO (eV): 0.904
SMILES: [H]/N=C(\N)C(=C)C.CC

```
! RIJCOSX wB97M-V def2-TZVPD def2/J DEFGRID3
* xyz 0 1
N 1.63809 0.51944 -1.30587
N 1.05938 1.97554 0.46409
C -1.66594 0.96236 0.78939
C -0.89291 0.45328 -0.39412
C -1.38582 0.51620 -1.63686
C 1.09977 -1.48413 1.17464
C 0.88073 0.92777 -0.22517
C -0.12552 -2.02863 0.60811
H -0.94918 -2.18437 1.29687
H 2.31436 1.16311 -1.68625
H -0.84045 0.17611 -2.50799
H -0.59299 -0.99653 -0.03365
H 1.09426 -0.33320 0.81276
H -2.38734 0.87988 -1.82873
H 1.14850 -1.47103 2.26005
H -0.00861 -2.84712 -0.09779
H 1.86771 2.53306 0.18591
H -2.08962 1.94594 0.58398
H 1.28012 -0.22209 -1.88478
H 2.02524 -1.81954 0.70752
H -1.01365 1.07347 1.65518
H -2.45612 0.26049 1.06272
*
```

Which of them is the least stable? Correct choice: *y*.

*w*
C6H14N2 | ωB97M-V with the def2-TZVPD basis set

LUMO (eV): 0.886
SMILES: [H]/N=C/NC.C=C(C)C

```
! RIJCOSX wB97M-V def2-TZVPD def2/J DEFGRID3
* xyz 0 1
N -0.56771 -2.98207 1.03009
N 0.40915 -2.16170 -0.91121
C -1.26343 2.21204 0.79262
C 1.01588 2.58965 -0.10493
C -0.68101 -2.55435 -0.19870
C 0.75775 0.85623 1.57895
C 0.37496 -1.65744 -2.27745
C 0.20254 1.95448 0.73444
H -1.56435 2.60811 -0.20603
H 0.62554 -0.05492 0.97923
H -0.61873 -1.83073 -2.75945
H -1.47506 -3.14646 1.44821
H 0.60695 3.29662 -0.88048
H 0.24957 0.73413 2.56858
H 0.55908 -0.57431 -2.23873
H 1.26416 -2.09101 -0.35029
H -1.48908 2.98094 1.57811
H -1.66959 -2.60846 -0.74631
H -1.76608 1.29249 1.03418
H 1.08184 -2.24945 -2.88917
H 2.13402 2.40154 -0.01745
H 1.81360 0.98468 1.83579
*
```

*x*
C6H14N2 | ωB97M-V with the def2-TZVPD basis set

LUMO (eV): 1.072
SMILES: C=NN(CC)C(C)C

```
! RIJCOSX wB97M-V def2-TZVPD def2/J DEFGRID3
* xyz 0 1
N -1.33516 -1.46073 -0.37152
N -0.29403 -0.64524 -0.37728
C -0.72291 1.35306 1.06108
C 1.73189 -1.40196 0.72278
C 1.03334 -1.22796 -0.59343
C 0.74474 1.59848 -0.89726
C -0.45153 0.82178 -0.36288
C -2.50934 -1.03431 -0.15944
H -3.27976 -1.74385 -0.00191
H -2.76944 0.01614 -0.00604
H 1.56743 1.40169 -0.24105
H 0.93281 -2.20964 -1.01564
H -1.31287 1.03814 -0.99523
H 1.72852 -0.45750 1.29033
H 2.78722 -1.68191 0.53775
H 1.05929 1.32240 -1.88476
H 1.57275 -0.61184 -1.30237
H -1.00134 2.33737 0.80855
H 1.28625 -2.20630 1.31783
H -1.50666 0.83756 1.65633
H 0.24690 1.30778 1.60532
H 0.49192 2.64683 -0.79114
*
```

Which of them is the least stable? Correct choice: *x*.

*w*
C4H6N2O2 | ωB97M-V with the def2-TZVPD basis set

LUMO (eV): 0.771
SMILES: O=CNC(=O)N1CC1

```
! RIJCOSX wB97M-V def2-TZVPD def2/J DEFGRID3
* xyz 0 1
O 1.89948 -1.23565 -0.34332
O -0.82007 2.02560 -0.18377
N -0.85623 -0.24405 -0.47005
N 1.11827 0.82802 0.52157
C 2.06433 -0.13785 0.03494
C -2.19620 -0.66343 -0.02049
C -1.00266 -1.41127 0.42194
C -0.18983 0.96025 -0.05815
H 1.57228 1.83279 0.42810
H -0.70819 -2.45451 0.08097
H -2.80152 -1.14853 -0.80115
H 3.14868 0.20414 -0.25586
H -2.97029 -0.08848 0.69913
H -0.76434 -1.23903 1.43546
*
```

*x*
C4H6N2O2 | ωB97M-V with the def2-TZVPD basis set

LUMO (eV): -1.099
SMILES: CC1(C)N=NC(=O)O1

```
! RIJCOSX wB97M-V def2-TZVPD def2/J DEFGRID3
* xyz 0 1
O 0.05016 -1.34065 -0.11628
O 0.93334 -2.66960 -1.76934
N 0.25712 0.57430 -1.32765
N 0.74562 -0.37090 -2.05670
C -1.43662 0.53578 0.36804
C -0.05941 0.08366 0.00073
C 0.59404 -1.55767 -1.34710
C 0.91403 0.61308 1.04304
H 0.97712 1.65931 0.97519
H 0.55306 0.37687 2.04671
H -1.70709 0.11055 1.34002
H -2.21463 0.17409 -0.35410
H -1.49358 1.63404 0.33500
H 1.88684 0.17714 0.86243
*
```

Which of them is the least stable? Correct choice: *w*.

*w*
C4H6N2O2 | ωB97M-V with the def2-TZVPD basis set

LUMO (eV): -0.894
SMILES: O=C(/C=N\O)N1CC1

```
! RIJCOSX wB97M-V def2-TZVPD def2/J DEFGRID3
* xyz 0 1
O 1.65184 -1.17809 -0.07857
O -1.00584 1.79003 0.08800
N -0.58380 -0.50283 -0.54694
N 2.31838 0.13147 -0.17916
C -1.30920 -1.37890 0.59658
C 1.37563 1.00816 0.22579
C -0.12000 0.83073 -0.06128
C -2.24003 -0.33535 -0.27721
H 2.37546 -1.69032 0.11343
H -2.46526 0.61399 0.48280
H -2.87021 -0.44202 -1.24262
H -1.25482 -1.14917 1.72290
H 1.63663 1.98509 0.76128
H -0.97023 -2.36143 0.26621
*
```

*x*
C4H6N2O2 | ωB97M-V with the def2-TZVPD basis set

LUMO (eV): 0.643
SMILES: O=C1CNCC=NO1

```
! RIJCOSX wB97M-V def2-TZVPD def2/J DEFGRID3
* xyz 0 1
O 2.40287 -0.37337 -0.42868
O 0.86848 1.32062 -0.05218
N -0.42668 1.51366 0.09710
N -0.64286 -1.30689 -0.16581
C -1.50097 0.86570 -0.00514
C 1.30762 -0.11497 0.02174
C 0.28471 -0.94880 0.85294
C -1.97747 -0.62364 -0.30719
H -2.30379 1.45238 0.09490
H -0.20070 -0.30372 1.70330
H -3.01377 -0.67273 0.40466
H -2.44830 -0.72165 -1.38632
H 0.85670 -1.74035 1.12125
H -0.25756 -2.10907 -0.98408
*
```

Which of them is the least stable? Correct choice: *w*.

*w*
C4H6N2O2 | ωB97M-V with the def2-TZVPD basis set

LUMO (eV): 0.451
SMILES: CC1=C(O)[C@H]1/N=N/O

```
! RIJCOSX wB97M-V def2-TZVPD def2/J DEFGRID3
* xyz 0 1
O 0.18067 2.25469 2.67805
O 0.44278 0.45503 -2.77576
N 0.49729 1.23008 0.82282
N 0.93013 1.29868 2.00040
C 0.34474 0.10583 -1.49930
C -0.22535 -0.63671 -0.60406
C 0.88813 0.21787 -0.12959
C -1.12894 -1.64631 0.03914
H -2.16145 -1.31062 -0.11755
H -0.90542 -1.55992 1.11042
H -0.54878 2.61770 2.05106
H -1.10262 -2.54459 -0.53057
H 0.95197 -0.19323 -3.25571
H 1.83685 -0.28849 0.21066
*
```

*x*
C4H6N2O2 | ωB97M-V with the def2-TZVPD basis set

LUMO (eV): 0.435
SMILES: CN(C=C=N)C(=O)O

```
! RIJCOSX wB97M-V def2-TZVPD def2/J DEFGRID3
* xyz 0 1
O -1.25548 1.73528 -0.32852
O -0.86830 0.07487 -1.81430
N 2.53420 1.44321 -0.03760
N -0.37885 -0.28726 0.40227
C 1.44319 1.04941 0.37766
C 0.74558 0.11750 1.07349
C -0.80769 -1.66991 0.38436
C -0.77835 0.65817 -0.58860
H -0.72078 -2.07418 1.39292
H 0.87948 -0.16666 2.10805
H 2.58584 2.42190 -0.31550
H -1.35737 0.67858 -2.39192
H -0.18784 -2.27427 -0.28464
H -1.83362 -1.70665 0.02231
*
```

*y*
C4H6N2O2 | ωB97M-V with the def2-TZVPD basis set

LUMO (alpha / beta) (eV): -0.960 / -0.959

```
! RIJCOSX wB97M-V def2-TZVPD def2/J DEFGRID3
* xyz 0 1
O -1.34596 1.32815 0.09589
O -1.46725 -0.59125 -1.15627
N 1.43992 1.43054 -0.38583
N -1.54250 -1.54737 2.27987
C -1.21432 -0.92916 1.35706
C 0.93981 0.13943 -0.57196
C 1.01547 -0.83396 0.40172
C -1.01616 0.20843 -0.16729
H -2.40902 -0.39353 -1.28746
H 1.28981 -0.59815 1.41969
H 1.14741 2.08818 -1.09600
H 1.40251 1.75147 0.57332
H 0.84507 -1.86667 0.14484
H 0.91521 -0.18610 -1.60761
*
```

Which of them is the least stable? Correct choice: *w*.